{"formula": "C4H5NO", "method": "ωB97M-V/def2-TZVPD", "symbols": ["C", "C", "O", "C", "N", "C", "H", "H", "H", "H", "H"], "coordinates": [[-0.141, -1.154, -0.205], [0.964, -0.181, 0.020], [0.847, 0.954, -0.833], [-0.365, 1.496, -0.484], [-0.970, 1.051, 0.534], [-0.264, -0.125, 0.901], [-0.700, -1.020, -1.132], [-0.008, -2.178, 0.116], [1.971, -0.429, 0.328], [-0.992, 2.031, -1.172], [-0.342, -0.445, 1.927]], "gap_ev": 10.53, "homo_ev": -9.45, "smiles": "C1=N[C@H]2C[C@H]2O1", "e_tot_ev": -7764.660, "multiplicity": 1, "lumo_energy_ev": 1.08}

***

{"formula": "C2H5ClN2O", "method": "ωB97M-V/def2-TZVPD", "symbols": ["C", "C", "N", "N", "O", "Cl", "H", "H", "H", "H", "H"], "coordinates": [[0.127, 0.294, -0.359], [-0.158, 0.000, 1.090], [-0.658, 0.154, -1.319], [2.505, 1.284, -3.117], [1.385, 0.680, -0.486], [1.678, 1.063, -4.504], [-0.912, 0.823, 1.402], [-0.779, -0.848, 1.181], [0.828, -0.042, 1.731], [-1.510, -0.281, -1.029], [1.539, 1.008, -1.461]], "gap_ev": [8.28, 8.19], "homo_ev": [-9.97, -9.98], "e_tot_ev": -19700.857, "multiplicity": 1, "lumo_energy_ev": [-1.69, -1.79]}

***

{"formula": "C10H23ILiN5STe", "method": "ωB97M-V/def2-TZVPD", "symbols": ["Li", "C", "C", "N", "C", "C", "N", "C", "C", "N", "H", "H", "H", "H", "H", "H", "H", "H", "H", "H", "H", "H", "H", "H", "H", "Te", "S", "C", "N", "C", "C", "C", "N", "H", "H", "H", "H", "H", "H", "H", "H", "I"], "coordinates": [[0.451, -1.513, 0.559], [-0.389, 1.685, 1.594], [-0.136, 1.507, 0.067], [0.963, 0.596, -0.181], [2.293, 1.065, 0.155], [3.150, -0.084, 0.700], [2.434, -0.953, 1.620], [2.278, -0.483, 2.986], [1.301, 0.695, 3.137], [0.079, 0.565, 2.377], [-1.465, 1.807, 1.740], [0.079, 2.613, 1.944], [0.014, 2.499, -0.387], [-1.016, 1.055, -0.397], [0.952, 0.222, -1.131], [2.209, 1.877, 0.880], [2.819, 1.469, -0.716], [4.072, 0.336, 1.138], [3.423, -0.700, -0.159], [2.820, -1.886, 1.614], [3.240, -0.163, 3.427], [1.898, -1.321, 3.567], [1.801, 1.609, 2.811], [1.116, 0.820, 4.213], [-0.623, -0.002, 2.824], [2.078, -1.504, -2.680], [0.013, -2.602, -1.665], [-1.519, -1.857, -2.145], [-1.365, -1.096, -3.383], [-2.119, 0.152, -3.401], [-3.485, -0.121, -2.789], [-3.317, -0.447, -1.299], [-1.950, -0.917, -1.063], [-0.374, -0.923, -3.573], [-2.224, 0.495, -4.435], [-1.637, 0.970, -2.841], [-3.898, -0.989, -3.307], [-4.167, 0.723, -2.928], [-4.081, -1.183, -1.002], [-3.486, 0.454, -0.700], [-1.957, -1.476, -0.219], [-0.275, -2.994, 3.048]], "gap_ev": 3.54, "homo_ev": 1.12, "e_tot_ev": -44628.843, "multiplicity": 1, "lumo_energy_ev": 4.65, "charge": -2}

***

{"formula": "C6H2N4OS2", "method": "ωB97M-V/def2-TZVPD", "symbols": ["C", "C", "C", "C", "C", "C", "N", "N", "N", "N", "O", "S", "S", "H", "H"], "coordinates": [[0.241, -0.816, -2.088], [0.201, -2.337, 0.639], [0.061, -0.158, -0.794], [0.137, -0.910, 0.519], [0.113, 1.189, -0.699], [0.114, -0.016, 1.534], [0.468, -1.179, -3.159], [0.392, -3.408, 0.857], [-2.052, 2.828, -1.843], [0.337, -0.212, 2.870], [-0.106, 1.635, -3.342], [-0.119, 1.701, 0.955], [-0.769, 2.282, -2.222], [0.103, -1.029, 3.432], [0.880, 0.430, 3.341]], "gap_ev": 7.53, "homo_ev": -9.69, "smiles": "N#Cc1c(N)sc(S(#N)=O)c1C#N", "e_tot_ev": -35926.992, "multiplicity": 1, "lumo_energy_ev": -2.16}